(1)
43
Properties=species:S:1:pos:R:3 method="wB97M-V/def2-TZVPD" e_above_lowest_kcal_mol=91.5 lumo_energy_ev=-0.573 e_homo_ev=-9.736 smiles="CCCCOCCCNC(=O)c1ccc([N+](=O)[O-])c(C)c1" gap_ev=9.16
C -0.16 2.09 -1.67
C -0.21 0.58 -1.86
C -1.59 0.11 -2.31
H -2.34 0.43 -1.58
H -1.83 0.56 -3.27
C -1.68 -1.41 -2.44
H -2.53 -1.69 -3.08
O -1.87 -1.98 -1.16
C -1.74 -3.39 -1.11
C -0.30 -3.84 -0.84
C 0.11 -3.58 0.61
N 0.02 -2.17 0.93
C 1.04 -1.48 1.47
O 2.09 -1.98 1.82
C 0.77 -0.01 1.63
C 1.85 0.85 1.54
C 1.71 2.23 1.66
C 0.42 2.72 1.87
C -0.67 1.86 1.98
C -0.51 0.50 1.87
H -1.36 -0.16 1.98
H -1.65 2.29 2.16
N 0.13 4.13 1.97
O 1.04 4.89 2.22
O -1.02 4.47 1.78
C 2.92 3.10 1.53
H 2.75 3.92 0.83
H 3.77 2.52 1.20
H 3.15 3.56 2.49
H 2.83 0.42 1.38
H -0.78 -1.70 0.53
H -0.55 -4.15 1.28
H 1.14 -3.89 0.79
H 0.38 -3.32 -1.51
H -0.22 -4.91 -1.04
H -2.10 -3.82 -2.05
H -2.39 -3.72 -0.30
H -0.76 -1.80 -2.90
H 0.53 0.28 -2.61
H 0.06 0.09 -0.92
H 0.83 2.40 -1.35
H -0.88 2.40 -0.92
H -0.39 2.60 -2.60

***

(2)
25
Properties=species:S:1:pos:R:3 method="wB97M-V/def2-TZVPD" e_above_lowest_kcal_mol=181.8 lumo_energy_ev=-5.011 e_homo_ev=-11.959 gap_ev=6.95 total_charge=+1
C 0.87 -2.82 -0.21
C 0.16 -1.66 -0.20
C 2.19 -3.07 -0.13
C 2.58 -1.68 0.15
C 0.11 1.16 -0.35
C -1.13 0.44 -0.65
C 1.42 -0.88 0.17
C 1.28 0.61 0.02
C -1.10 -1.02 -0.71
C -3.40 -0.45 0.41
C 2.50 1.47 0.31
N -1.92 -0.38 0.33
O 2.31 2.71 -0.34
H 2.85 -3.91 0.17
H 3.41 -1.32 0.64
H 0.04 2.29 -0.53
H -1.74 0.90 -1.36
H -1.76 -1.62 -1.36
H -3.78 -0.73 1.43
H -3.79 0.60 0.13
H -3.79 -1.24 -0.31
H 3.38 0.84 0.05
H 2.30 1.74 1.37
H -1.64 -0.45 1.23
H 2.33 2.57 -1.30